Entry 1:
{"formula": "C4H9O", "method": "ωB97M-V with the def2-TZVPD basis set", "e_above_lowest_ev": 1.943, "charge": -1, "e_homo_ev": -2.03, "species": ["C", "O", "H", "H", "H", "C", "C", "C", "H", "H", "H", "H", "H", "H"], "positions_angstrom": [[2.43540, 0.08899, -1.05264], [1.58561, -0.93788, -0.99068], [3.56260, -0.30104, -1.08445], [2.34409, 0.88439, -1.96690], [2.51106, 0.80734, -0.24931], [-1.68237, -0.80555, -0.30354], [-1.58907, 0.37030, 0.62315], [-0.82529, 0.64538, 1.68028], [-0.67633, -1.31438, -0.49431], [-2.24543, -1.55673, 0.26010], [-2.13052, -0.57934, -1.21174], [-2.42568, 1.05382, 0.57993], [-0.68136, 1.75121, 2.07735], [-0.18272, -0.10651, 2.13275]], "forces_ev_per_a": [[1.646, -0.536, -1.784], [-0.394, 0.543, 0.049], [-1.029, 0.738, -0.361], [0.083, -1.376, 0.810], [-0.438, 0.526, 1.318], [2.417, -1.783, 2.659], [-0.579, 0.567, 0.529], [1.004, 1.349, 0.521], [-0.897, 1.159, 0.150], [-0.460, -0.201, -0.403], [-0.943, 0.489, -1.556], [0.050, 0.759, -1.006], [-0.999, -2.521, -0.477], [0.538, 0.287, -0.448]]}


Entry 2:
{"formula": "C26H29I2N2O7PS", "method": "ωB97M-V with the def2-TZVPD basis set", "e_homo_ev": -8.53, "species": ["C", "C", "O", "N", "C", "C", "P", "C", "O", "C", "C", "C", "I", "C", "C", "I", "S", "O", "O", "O", "C", "C", "N", "H", "H", "H", "H", "H", "H", "H", "H", "H", "H", "H", "H", "H", "H", "H", "H", "H", "H", "H", "H", "H", "C", "C", "C", "C", "C", "C", "C", "O", "C", "C", "C", "C", "C", "C", "C", "O", "H", "H", "H", "H", "H", "H", "H", "H"], "positions_angstrom": [[2.86996, 1.73846, 5.45732], [2.23412, 1.04461, 4.21433], [1.29784, 0.37082, 4.45260], [2.75144, 1.15063, 2.87900], [4.20786, 1.07433, 2.82570], [2.13104, 2.18206, 2.01938], [3.06370, 3.86426, 1.92474], [3.65352, 4.37713, 3.59889], [4.46115, 3.64931, 1.00169], [2.23313, 1.65651, 0.54676], [1.40614, 0.34825, 0.28315], [2.09945, -0.95096, 0.72244], [1.54391, -2.16577, 2.37281], [3.13775, -1.32731, -0.03056], [3.64281, -0.56420, -1.25702], [4.23578, -3.12636, 0.40148], [-0.26711, 0.62029, 0.91566], [-1.00887, -0.59924, 1.14170], [-0.95153, 1.31897, -0.14936], [-0.27060, 1.42327, 2.30459], [0.65104, 2.53897, 2.35139], [0.04453, 3.70776, 1.47445], [-1.41533, 3.80833, 1.66647], [2.24798, 2.63252, 5.63519], [2.72481, 1.08426, 6.32508], [3.92770, 1.99476, 5.32982], [4.63510, 1.14794, 1.81856], [4.74348, 1.80022, 3.46293], [4.49250, 0.07466, 3.20724], [2.81687, 4.24702, 4.29911], [4.60271, 3.93436, 3.93208], [3.82998, 5.46516, 3.53244], [4.24284, 3.98782, 0.12178], [1.86084, 2.41188, -0.16925], [3.26332, 1.44158, 0.24198], [1.29035, 0.28534, -0.80950], [4.20078, -1.28190, -1.87728], [2.86156, -0.06191, -1.84200], [4.39821, 0.16263, -0.90244], [0.58440, 2.94149, 3.38056], [0.43404, 4.68341, 1.79533], [0.19141, 3.55042, 0.39904], [-1.91040, 3.35632, 0.90827], [-1.69659, 3.45816, 2.57400], [-4.31107, -4.15127, -7.00639], [-4.14876, -5.38030, -6.37394], [-4.01651, -5.44051, -4.99632], [-4.03417, -4.27119, -4.24478], [-4.17319, -3.03706, -4.88145], [-4.32262, -2.98272, -6.26261], [-4.14554, -1.77202, -4.09784], [-4.27064, -0.69850, -4.65370], [-3.95370, -1.85009, -2.62705], [-3.86799, -0.67764, -1.88429], [-3.70281, -0.73849, -0.51080], [-3.62923, -1.96934, 0.13081], [-3.70784, -3.14122, -0.60359], [-3.86103, -3.08734, -1.98469], [-3.90902, -4.35074, -2.76399], [-3.84216, -5.42908, -2.20763], [-4.42334, -4.10657, -8.08268], [-4.12768, -6.29199, -6.95812], [-3.89555, -6.39756, -4.50554], [-4.44366, -2.02740, -6.75668], [-3.92549, 0.28317, -2.37913], [-3.62986, 0.17296, 0.06739], [-3.50598, -2.01281, 1.20514], [-3.64581, -4.09855, -0.10262]], "forces_ev_per_a": [[0.042, -0.048, -0.772], [1.694, 0.591, 1.060], [-2.105, -0.926, -0.089], [-0.224, 0.672, 0.440], [0.704, -0.713, 0.486], [1.114, -0.289, -0.833], [-0.584, 1.395, -0.862], [0.383, 0.086, -0.443], [-0.557, -0.511, 0.716], [-0.561, -0.174, -0.155], [0.697, 0.320, 1.216], [0.232, -0.260, 0.139], [-0.194, 0.630, -0.401], [0.006, -0.315, -0.211], [0.875, -0.744, 0.627], [-0.124, 0.823, -0.467], [-3.749, -2.254, -1.724], [1.565, 0.284, 1.154], [1.200, 1.698, 0.349], [1.473, -0.662, -1.080], [0.135, 1.605, -0.106], [-1.096, 0.034, 0.408], [0.575, 0.242, -0.142], [0.452, -0.193, -0.025], [0.114, 0.078, -0.375], [-0.384, 0.146, 0.220], [-0.488, 0.070, 0.170], [-0.305, -0.032, -0.358], [-0.092, 0.380, -0.212], [0.410, -0.147, -0.086], [-0.506, -0.128, 0.126], [-0.125, -0.432, -0.126], [0.162, 0.007, 0.264], [0.138, -0.180, 0.398], [-0.245, 0.199, 0.401], [-0.624, 0.039, 0.535], [-0.385, 0.422, -0.056], [0.251, -0.184, 0.189], [-0.349, -0.113, -0.365], [-0.018, -0.648, -0.223], [0.435, -0.580, -0.253], [0.311, 0.194, 0.375], [-0.020, -0.294, 0.405], [-0.239, -0.070, -0.275], [0.013, -0.027, 0.058], [-0.011, 0.073, 0.019], [-0.006, -0.136, -0.153], [0.002, 0.113, -0.108], [0.008, -0.143, 0.028], [-0.005, -0.053, -0.190], [-0.044, 0.432, -0.132], [0.009, -0.076, -0.008], [0.050, -0.126, 0.069], [-0.002, 0.133, 0.151], [-0.071, -0.034, -0.013], [-0.076, -0.060, -0.070], [0.018, 0.064, 0.190], [-0.005, 0.116, -0.073], [0.040, -0.373, 0.284], [-0.004, 0.044, -0.069], [0.002, 0.002, 0.030], [-0.010, 0.023, 0.018], [-0.016, 0.103, 0.121], [0.027, 0.039, 0.150], [-0.024, -0.100, -0.107], [0.055, -0.015, -0.043], [0.057, 0.018, -0.041], [0.001, -0.035, -0.150]]}


Entry 3:
{"formula": "C4H11N3PS", "method": "ωB97M-V with the def2-TZVPD basis set", "e_above_lowest_ev": 2.703, "charge": 1, "e_homo_ev": -13.18, "species": ["C", "C", "C", "C", "N", "N", "N", "P", "S", "H", "H", "H", "H", "H", "H", "H", "H", "H", "H", "H"], "positions_angstrom": [[-1.28607, -0.77918, -0.35430], [2.08067, -1.73283, 1.03720], [-3.36303, 0.57890, 0.05594], [2.17080, 2.24192, -1.17238], [-1.27392, 1.01433, 0.89836], [1.76501, -0.62571, 0.30544], [-2.01425, 0.27180, 0.32112], [0.37257, 0.13678, 0.11624], [0.52342, 1.55857, -1.37777], [-1.20038, -1.74111, 0.11729], [-1.47823, -1.02793, -1.32020], [1.45298, -1.80295, 1.97385], [1.98945, -2.70952, 0.48572], [3.15049, -1.58129, 1.28912], [-3.74432, 1.32187, 0.67675], [-3.95546, -0.39804, 0.15064], [-3.62289, 1.01937, -1.02065], [2.26287, 3.24777, -1.41531], [2.88218, 1.67552, -1.76469], [2.46032, 2.16401, -0.04051]], "forces_ev_per_a": [[3.104, -0.256, 1.996], [1.122, -2.634, 2.588], [-3.590, -1.743, -2.932], [1.349, -2.048, 3.109], [1.953, 1.912, 2.272], [-4.257, 4.213, -1.988], [0.365, -0.735, -1.843], [1.033, -1.558, -1.703], [-0.549, 0.165, -0.018], [-0.674, -0.340, 1.042], [-0.934, 0.093, -3.081], [0.965, -0.270, -0.727], [-0.049, 0.919, 0.277], [-0.577, -0.743, 0.396], [-0.302, 1.034, 1.538], [0.657, 1.510, -0.104], [1.356, -1.245, 1.901], [-0.548, 1.837, -0.626], [-0.026, -0.164, 0.090], [-0.397, 0.050, -2.187]]}